This record from the OMol25 dataset describes a molecular structure, C31H20IrN4. The level of theory is the ωB97M-V functional and the def2-TZVPD basis.

XYZ file:
```
56
Properties=species:S:1:pos:R:3:forces:R:3
Ir -2.499770 1.661194 0.350730 -0.07 0.09 0.00
C -4.208553 -1.300075 2.793073 0.01 0.00 0.01
C -2.936525 -1.494593 3.348841 -0.01 0.00 0.00
C -1.789824 -1.218514 2.619973 0.00 0.00 0.04
C -1.890778 -0.774310 1.312069 0.01 -0.04 -0.03
C -3.183953 -0.570599 0.745983 0.02 -0.11 -0.11
C -4.340790 -0.823486 1.511855 0.00 0.11 0.01
C -1.097016 0.407873 -0.733212 0.05 0.02 -0.30
C -0.187613 -1.906814 -1.874425 0.37 -0.05 0.07
C 0.364509 -1.082189 -2.940762 -0.22 -0.08 -0.03
C 0.344655 0.236332 -3.363280 0.13 0.11 0.02
C 0.809375 0.457724 -4.707954 -0.04 -0.07 0.13
C 0.805001 1.697015 -5.269161 -0.03 0.15 0.05
C 0.407109 2.797563 -4.486527 0.05 -0.03 -0.13
C 0.038060 2.659695 -3.161285 -0.04 -0.06 0.07
C -0.022624 1.398146 -2.581625 -0.06 0.02 -0.27
N -0.236590 1.265296 -1.247748 0.16 -0.07 0.31
H -5.090976 -1.521035 3.377678 0.01 0.00 0.01
H -2.845716 -1.852380 4.365637 -0.02 0.00 0.00
H -0.816800 -1.328342 3.083528 0.00 -0.02 -0.04
H -5.308817 -0.650866 1.060137 0.00 -0.02 0.00
H 0.069749 -2.941845 -2.056686 0.03 0.00 0.00
H 0.836421 -1.722117 -3.682414 -0.05 -0.02 -0.01
H 1.144869 -0.395543 -5.284106 -0.01 -0.02 0.03
H 1.126084 1.839949 -6.290824 0.00 0.03 0.01
H 0.423136 3.788275 -4.923975 0.00 -0.01 0.00
H -0.201539 3.522231 -2.554944 0.00 0.02 -0.03
N 6.603423 -2.784754 1.680557 0.00 0.00 -0.01
C 5.571795 -2.286915 1.605270 -0.08 0.03 0.00
C 4.276301 -1.666715 1.505251 0.10 -0.02 0.00
C 4.169521 -0.343927 1.081826 0.00 0.01 -0.01
C 2.923921 0.248190 0.988473 0.01 0.02 0.01
C 1.763136 -0.464687 1.310293 -0.05 0.11 -0.07
C 1.887658 -1.796877 1.716769 0.03 -0.06 -0.01
C 3.131328 -2.392668 1.822540 -0.04 -0.02 0.01
C 0.448652 0.174915 1.188464 0.01 -0.07 0.07
C 0.193618 1.458035 1.718706 -0.15 0.14 -0.06
C 1.010636 2.258467 2.542347 -0.08 0.28 0.14
C 0.311708 3.516632 2.797939 0.28 -0.35 -0.01
C -0.865461 3.445441 2.168521 -0.05 -0.07 -0.01
N -0.980829 2.181797 1.509078 -0.10 -0.01 -0.06
C -0.670751 -0.484059 0.431816 0.03 -0.03 0.11
C -0.520999 -1.784752 -0.371443 -0.10 0.09 0.03
C -1.635843 -1.798772 -1.365480 -0.17 -0.01 0.01
C -2.167271 -0.381112 -1.450850 -0.05 -0.06 -0.01
N -3.301881 -0.033211 -0.553319 0.17 0.14 0.14
H 5.061909 0.207848 0.819859 0.00 0.00 0.01
H 2.842842 1.267299 0.631138 0.00 0.01 0.02
H 1.011972 -2.375910 1.983691 0.00 0.03 0.04
H 3.222052 -3.417245 2.156363 0.00 0.00 0.00
H 1.966803 1.966119 2.944530 0.01 0.03 -0.01
H 0.668545 4.339539 3.395367 0.04 -0.03 0.01
H -1.671057 4.160731 2.136048 -0.05 -0.06 -0.06
H -0.273555 -2.679408 0.180585 0.00 -0.05 -0.07
H -2.291579 -2.643912 -1.527080 0.02 -0.01 -0.01
H -2.397680 -0.038675 -2.457838 -0.06 -0.02 0.00
```
Forces are in eV/Å.

* net charge: +2
* spin multiplicity: 6
* HOMO energy (alpha / beta): -13.044 / -14.442 eV
* relative energy (zero: lowest compared OMol25 entry of this formula, charge and spin): 4.518 eV
* calculated total energy: -41247.181 eV
* gap between HOMO and LUMO (alpha / beta): 4.746 / 5.511 eV

Atomic partial charges in e from the natural (NBO) method, atoms 1 to 4: 1.015 -0.172 -0.118 -0.252


This record from the OMol25 dataset describes C5H6O2 in the gas phase. The level of theory is the ωB97M-V functional and the def2-TZVPD basis.

XYZ file:
```
13
Properties=species:S:1:pos:R:3:forces:R:3
O -2.506828 -1.148917 -0.243871 0.11 -0.19 0.17
C -2.249877 0.210585 0.036084 -0.06 0.38 0.00
C -0.821160 0.552604 0.096826 0.44 0.24 0.06
C 0.336507 0.881172 0.177358 -0.56 -0.21 -0.05
C 1.797103 0.963679 0.199102 0.03 0.02 0.08
C 2.197048 -0.482160 -0.068734 0.18 -0.26 0.23
O 2.656276 -1.218084 0.765071 -0.07 0.34 -0.39
H -2.133559 -1.681597 0.469562 -0.03 0.05 -0.13
H -2.721050 0.530555 0.976081 0.01 -0.07 -0.14
H -2.714146 0.775483 -0.776018 0.00 -0.04 0.10
H 2.193273 1.289560 1.165220 -0.11 -0.07 -0.13
H 2.168901 1.627578 -0.591322 -0.07 -0.15 0.10
H 1.936942 -0.833201 -1.088438 0.13 -0.04 0.10
```
Forces are in eV/Å.

* net charge: 0
* HOMO energy: -9.847 eV
* relative energy (zero: lowest compared OMol25 entry of this formula, charge and spin): 2.463 eV
* calculated total energy: -9374.632 eV
* structure (SMILES): O=CCC#CCO
* gap between HOMO and LUMO: 10.564 eV

Atomic partial charges in e from the natural (NBO) method, atoms 1 to 4: -0.694 -0.133 -0.022 -0.015


This record from the OMol25 dataset describes a gas-phase ion, C6H13NP (charge +1) in a non-equilibrium geometry. The level of theory is the ωB97M-V functional and the def2-TZVPD basis.

XYZ file:
```
21
Properties=species:S:1:pos:R:3:forces:R:3
C -0.497347 -1.506582 -0.621939 1.41 -1.56 3.80
C 1.543969 -0.173403 0.228550 -3.30 -3.59 -2.44
C -2.894792 0.644776 0.091494 1.69 0.16 1.15
C 1.913953 -1.197328 1.239033 -1.88 -0.69 0.44
C 2.431183 0.938680 -0.103738 -0.50 -0.87 -1.85
C -2.849562 2.006670 -0.414881 0.50 -1.07 0.71
N 0.535426 -0.518193 -0.664207 2.44 2.23 1.81
P -1.923164 -0.619180 0.514287 -1.03 -0.52 -0.29
H -1.016153 -1.628594 -1.498305 -0.61 0.00 -2.49
H -0.053725 -2.548404 -0.318543 -1.13 2.02 -0.13
H 1.609094 -1.196187 2.296617 -0.50 1.12 -0.30
H 2.934389 -1.207577 1.317500 2.80 0.01 0.06
H 1.601203 -2.205718 0.992836 -0.14 -0.09 -0.63
H 2.970639 0.694811 -1.065360 -1.00 0.52 0.51
H 3.222899 0.919418 0.563432 1.24 0.73 1.72
H 1.817704 1.820003 -0.129145 0.37 0.87 -0.22
H -3.762516 2.412355 -0.192973 -2.38 1.45 0.42
H -2.756497 1.971628 -1.448092 0.48 0.26 -2.21
H -2.121756 2.677805 0.017119 0.65 -0.17 0.18
H -2.993426 -1.512959 0.500682 0.44 -0.91 0.04
H 0.288478 0.227980 -1.304371 0.45 0.09 -0.26
```
Forces are in eV/Å.

* net charge: +1
* HOMO energy (alpha / beta): -11.516 / -11.522 eV
* relative energy (zero: lowest compared OMol25 entry of this formula, charge and spin): 3.714 eV
* calculated total energy: -17199.803 eV
* structure (SMILES): CC#[PH]C[NH+]=C(C)C
* gap between HOMO and LUMO (alpha / beta): 6.636 / 6.640 eV

Atomic partial charges in e from the natural (NBO) method, atoms 1 to 4: -0.512 0.495 -0.255 -0.732


This record from the OMol25 dataset describes 2 unconnected molecules or ions with the total composition C5H11NO in a non-equilibrium geometry. The level of theory is the ωB97M-V functional and the def2-TZVPD basis.

XYZ file:
```
18
Properties=species:S:1:pos:R:3:forces:R:3
C -0.620595 0.050710 1.709726 1.05 1.43 -0.49
C 0.388842 -0.926953 1.023312 1.29 1.86 -2.13
C 0.360767 -0.598024 -0.512759 3.39 -1.23 -0.64
C -0.198184 -1.392577 -1.502697 3.38 4.04 2.23
C 1.848995 1.310591 -0.017863 0.01 -2.17 -2.20
N 1.253247 0.515747 -0.839630 -2.85 1.01 0.45
H -0.981636 -0.428228 2.598909 -0.96 -0.17 0.20
H -0.204889 1.068282 2.119950 -0.23 -1.94 -1.07
H -1.348999 0.335278 0.878515 0.35 -0.55 1.82
H 0.183070 -1.964864 0.972988 -0.94 -1.00 0.99
H 1.524170 -0.900875 1.295849 -2.09 0.31 -0.09
H -0.931834 -1.996155 -1.163422 -2.13 -2.40 0.45
H 0.144141 -1.246597 -2.501011 -0.38 0.02 -0.67
H 2.515448 0.913719 0.726411 -0.21 0.16 1.34
H 1.879477 2.349947 -0.296651 0.54 0.40 -0.09
H -2.486835 1.094729 -1.971760 -1.77 0.36 -2.73
H -1.186638 0.773984 -1.390158 -1.92 0.54 1.03
O -2.138548 1.041285 -1.129710 3.46 -0.65 1.60
```
Forces are in eV/Å.

* net charge: 0
* HOMO energy: -8.347 eV
* relative energy (zero: lowest compared OMol25 entry of this formula, charge and spin): 4.329 eV
* calculated total energy: -8897.368 eV
* structure (SMILES): C=NC(=C)CC.O
* gap between HOMO and LUMO: 8.443 eV

Atomic partial charges in e from the natural (NBO) method, atoms 1 to 4: -0.640 -0.455 0.178 -0.452


This record from the OMol25 dataset describes a molecular structure, C49H52CoN3O2SSb in a non-equilibrium geometry. The level of theory is the ωB97M-V functional and the def2-TZVPD basis.

XYZ file:
```
109
Properties=species:S:1:pos:R:3:forces:R:3
Co -0.018843 0.511226 -0.357320 0.65 -0.47 0.12
C 4.328162 1.250606 0.544555 0.06 -0.08 -0.09
C 4.197551 1.310112 -0.980923 -0.16 0.00 0.13
C 3.296840 2.475400 -1.392350 0.09 0.05 -0.07
C 3.738738 0.034072 -1.666063 -0.10 -0.12 0.18
C 4.515652 -0.422216 -2.725347 0.03 -0.01 -0.07
C 4.185723 -1.557762 -3.441900 -0.01 -0.04 -0.07
C 3.036246 -2.254017 -3.121925 -0.04 -0.03 -0.08
C 2.219764 -1.834976 -2.081692 -0.07 0.34 0.20
C 0.972127 -2.632419 -1.744362 0.10 -0.12 -0.16
C 1.357692 -3.953339 -1.069338 -0.13 0.12 0.06
C 0.087370 -2.873408 -2.970485 0.00 0.05 0.16
C 2.581319 -0.695958 -1.327923 0.33 -0.34 -0.33
N 1.744282 -0.383103 -0.219447 -0.32 0.39 0.16
C 2.038325 -1.003021 0.957274 0.35 0.20 -0.45
O 3.078004 -1.565000 1.255705 -0.15 -0.12 0.14
C 0.847525 -1.053161 1.884940 0.00 -0.13 0.07
C 0.779704 -1.736427 3.089531 0.01 0.06 0.08
C -0.462818 -1.858922 3.700933 0.13 0.02 -0.04
C -1.607696 -1.371392 3.076284 -0.17 0.10 -0.01
C -1.449083 -0.723360 1.864199 0.05 -0.10 0.14
N -0.244540 -0.547454 1.347394 -0.17 -0.02 0.07
C -2.537977 -0.281123 0.926445 -0.15 -0.09 0.73
O -3.644539 0.039181 1.288979 -0.03 -0.16 -0.21
N -2.070900 -0.200760 -0.381889 -0.30 0.35 -0.96
C -2.872669 -0.395599 -1.451621 0.27 -0.32 0.33
C -2.638374 0.401930 -2.627350 0.18 0.08 -0.23
C -3.473278 0.275226 -3.707615 0.07 0.00 -0.03
C -4.529145 -0.636599 -3.693995 -0.01 -0.01 0.05
C -4.711872 -1.473962 -2.605224 -0.03 0.00 0.14
C -3.883422 -1.427031 -1.499991 -0.21 -0.02 0.05
C -4.003432 -2.545894 -0.483531 -0.15 0.00 0.05
C -5.347009 -2.508515 0.260718 0.20 0.09 -0.02
C -3.836664 -3.907325 -1.173538 0.21 0.05 -0.03
C -1.583076 1.479541 -2.621615 -0.05 0.01 -0.10
C -0.902063 1.708583 -3.967749 -0.01 -0.09 0.00
C -2.209030 2.763308 -2.075946 0.00 -0.08 0.17
H 4.967906 2.066318 0.890669 -0.03 0.01 -0.04
H 4.766260 0.307966 0.866104 -0.01 0.00 0.04
H 3.359899 1.362345 1.029314 -0.08 -0.02 0.04
H 5.195185 1.515451 -1.377299 -0.01 -0.02 0.00
H 2.248439 2.214586 -1.244396 -0.09 0.04 0.08
H 3.438975 2.745039 -2.441219 -0.04 -0.01 0.00
H 3.526826 3.345089 -0.772833 -0.04 0.12 -0.02
H 5.417970 0.120002 -2.984670 -0.02 0.02 0.03
H 4.821957 -1.899213 -4.248140 0.01 0.01 0.01
H 2.775442 -3.145366 -3.680364 0.00 0.02 -0.01
H 0.377144 -2.051439 -1.035652 0.02 -0.04 0.06
H 1.883238 -4.600069 -1.774053 0.01 -0.01 0.01
H 0.467694 -4.481000 -0.717665 0.02 -0.04 -0.01
H 2.017223 -3.771651 -0.219995 0.00 -0.03 0.01
H 0.579932 -3.511629 -3.704585 -0.02 0.02 -0.03
H -0.171703 -1.927768 -3.453612 -0.01 -0.02 -0.06
H -0.838285 -3.368133 -2.666053 0.00 -0.02 -0.05
H 1.678562 -2.165002 3.510220 0.00 0.01 -0.01
H -0.543840 -2.367412 4.652338 -0.03 -0.02 -0.01
H -2.591247 -1.504024 3.505785 0.00 0.00 -0.03
H -3.326683 0.896791 -4.579783 0.01 0.01 0.01
H -5.185834 -0.715441 -4.550131 -0.01 0.02 0.00
H -5.508459 -2.204876 -2.631616 0.04 -0.06 -0.04
H -3.191077 -2.457448 0.240939 -0.04 0.01 0.03
H -6.184617 -2.534564 -0.437826 0.02 -0.06 -0.02
H -5.430772 -1.605880 0.856016 -0.05 0.12 0.09
H -5.426922 -3.374059 0.919253 -0.01 0.01 -0.02
H -4.660233 -4.115251 -1.855633 -0.03 0.01 -0.01
H -3.819850 -4.699452 -0.425281 0.01 0.01 0.02
H -2.905951 -3.951734 -1.741807 -0.02 -0.04 0.01
H -0.777395 1.143211 -1.942157 -0.17 0.33 -0.40
H -1.593982 2.128561 -4.698042 0.01 0.03 -0.01
H -0.498584 0.778181 -4.369236 0.01 0.01 -0.02
H -0.077034 2.412668 -3.849122 -0.01 0.01 0.01
H -2.855557 3.207243 -2.835740 -0.03 -0.03 -0.02
H -1.440588 3.484007 -1.811612 -0.06 -0.14 0.03
H -2.805576 2.571615 -1.183323 0.03 0.04 0.03
S -0.059068 2.519105 0.794415 0.13 0.58 0.18
Sb 0.283020 4.767780 0.218760 -0.16 -0.29 0.12
C -1.719929 5.490479 0.391174 0.54 -0.06 -0.15
C -2.233763 6.438880 -0.483561 0.09 0.08 0.01
C -3.566056 6.812263 -0.374900 -0.05 0.06 -0.04
C -4.369663 6.250978 0.606285 0.02 -0.03 0.00
C -3.850832 5.298375 1.473664 -0.02 0.05 -0.02
C -2.524122 4.910348 1.364412 -0.07 -0.06 0.05
C 1.490135 5.358820 1.880152 -0.22 0.02 -0.49
C 2.666646 6.085528 1.757320 -0.03 0.09 -0.02
C 3.445443 6.323814 2.880902 0.00 0.01 0.01
C 3.043514 5.847615 4.119282 0.01 0.03 -0.03
C 1.847362 5.154503 4.243368 0.03 0.03 0.04
C 1.073083 4.898007 3.123450 -0.09 -0.07 0.01
C 1.019897 5.411133 -1.704882 -0.20 -0.31 0.65
C 2.319341 5.870800 -1.874184 0.11 -0.04 0.04
C 2.758781 6.244042 -3.134928 0.00 0.02 -0.04
C 1.906702 6.155050 -4.226233 0.03 -0.01 0.04
C 0.610055 5.694346 -4.054475 -0.02 0.02 -0.04
C 0.162700 5.323171 -2.794781 -0.14 0.04 -0.05
H -1.606161 6.892638 -1.241683 -0.02 0.01 0.00
H -3.977550 7.542261 -1.059729 0.02 0.02 0.02
H -5.403474 6.557158 0.696100 -0.01 -0.02 -0.02
H -4.485206 4.851393 2.227548 0.03 0.00 0.02
H -2.132343 4.143322 2.020427 -0.01 -0.02 -0.01
H 2.982085 6.487699 0.807149 0.02 0.02 0.00
H 4.362729 6.889021 2.783991 0.01 -0.03 0.01
H 3.663623 6.019997 4.988746 -0.03 0.03 0.02
H 1.519240 4.814090 5.216318 0.00 -0.05 -0.02
H 0.156652 4.329197 3.222235 0.02 -0.02 0.02
H 3.008890 5.927825 -1.046666 0.02 -0.05 0.00
H 3.772584 6.599769 -3.261182 0.00 0.00 -0.01
H 2.253935 6.442975 -5.209321 0.00 0.00 0.00
H -0.057130 5.626004 -4.903815 -0.02 0.00 0.01
H -0.855178 4.974704 -2.674172 0.10 0.15 -0.09
```
Forces are in eV/Å.

* net charge: +1
* spin multiplicity: 5
* HOMO energy (alpha / beta): -10.167 / -10.404 eV
* calculated total energy: -115216.993 eV
* gap between HOMO and LUMO (alpha / beta): 7.618 / 5.140 eV

Atomic partial charges in e from the Mulliken method, atoms 1 to 4: -0.991 -1.751 0.656 -0.822